[1]
Computed, not measured: a cluster of 12 separate species, C12H48O12 in total, with ωB97M-V with the def2-TZVPD basis set.

Geometry (Å):
C  -2.07301  0.94831  4.14922
O  -1.12001  0.51531  3.21722
H  -2.27901  0.07431  4.89122
H  -2.93101  1.21431  3.56922
H  -1.78101  1.80831  4.68822
H  -1.42301  -0.37169  2.96922
C  3.01799  2.19331  0.51422
O  3.66699  1.67131  1.62322
H  2.66999  3.16531  0.84222
H  2.14099  1.66731  0.11822
H  3.63499  2.36331  -0.35378
H  3.03799  1.60531  2.38922
C  -1.53101  0.65831  -3.57678
O  -2.01501  -0.11169  -2.47578
H  -0.86501  1.53731  -3.41478
H  -2.44601  1.02131  -4.01578
H  -1.04801  0.00031  -4.28178
H  -2.62801  -0.77969  -2.74878
C  -0.64001  0.88531  0.38222
O  -0.00701  0.65031  -0.81078
H  -0.03801  0.96631  1.25622
H  -1.39401  0.17231  0.56222
H  -1.04501  1.86531  0.17122
H  -0.71001  0.25231  -1.37378
C  1.60999  -1.17469  1.60522
O  2.32599  -2.35369  1.20122
H  2.09499  -0.29669  1.25922
H  1.13099  -1.10269  2.59622
H  0.70799  -1.25069  0.96922
H  1.81799  -3.05069  1.59722
C  -4.80301  1.51631  0.65222
O  -6.12101  1.34431  0.18022
H  -4.25701  2.03031  -0.05378
H  -4.28801  0.56731  0.72522
H  -4.63601  1.95331  1.67022
H  -6.46501  0.70131  0.78122
C  -0.71701  -2.74469  -0.91978
O  -0.71301  -3.52569  0.29822
H  -0.68901  -3.32169  -1.80378
H  0.11599  -2.06669  -0.85578
H  -1.62901  -2.09869  -0.95578
H  -0.99301  -2.95969  1.04622
C  -3.00101  -2.01069  2.00322
O  -1.63601  -1.87769  2.18222
H  -3.21801  -1.38269  1.12722
H  -3.62701  -1.62569  2.83022
H  -3.27401  -3.03969  1.81922
H  -1.39401  -2.42169  2.97222
C  2.26899  1.90431  -3.66678
O  1.72599  1.83331  -4.95778
H  2.48399  2.95531  -3.42678
H  3.13099  1.30631  -3.62278
H  1.59199  1.56631  -2.87578
H  1.25899  0.98231  -5.03878
C  1.47299  -1.45569  -3.99178
O  1.15299  -0.90469  -5.24278
H  1.19999  -0.82469  -3.13478
H  2.52899  -1.72669  -3.82178
H  0.96399  -2.40269  -3.83378
H  0.80299  -1.67369  -5.72578
C  3.51699  -0.52669  -1.38178
O  3.45399  -1.88269  -1.17178
H  3.96199  -0.28569  -2.28778
H  4.02599  -0.02669  -0.60578
H  2.45799  -0.26069  -1.37678
H  3.19199  -2.04369  -0.27978
C  1.52099  1.69931  4.52522
O  1.36499  1.65431  3.16222
H  0.78899  2.42731  4.98322
H  2.47599  2.20731  4.70622
H  1.46799  0.71531  4.86722
H  0.65199  0.98231  2.98022

Calculated values
SMILES string = CO.CO.CO.CO.CO.CO.CO.CO.CO.CO.CO.CO
HOMO = -9.00 eV
LUMO = -0.31 eV
energy relative to the best compared isomer or geometry (same formula, charge and spin) = 171.2 kcal/mol

Mulliken atomic charge list, values in e, 4 entries: -0.629, -0.293, 0.284, 0.102

***

[2]
Computed, not measured: a structure of composition C12H4AsCl5CoF3NS4, with ωB97M-V with the def2-TZVPD basis set.

Geometry (Å):
Co  0.02780  0.03560  0.01700
S  3.31780  2.58210  -1.59390
As  2.27840  2.06360  0.18090
S  2.21660  -0.10480  0.52770
S  0.12310  2.33260  -0.03480
S  3.12600  3.15480  1.78120
F  -6.77200  0.95170  0.59700
C  -6.17880  -0.10420  -0.04370
F  -6.73780  -0.12160  -1.27390
F  -6.73610  -1.19150  0.59500
C  -4.71910  -0.07770  -0.03780
C  -3.98800  0.16660  1.15940
C  -2.63370  0.28460  1.10000
N  -1.90450  0.18530  -0.05150
C  -2.61250  -0.06540  -1.18950
C  -3.96380  -0.20620  -1.22950
H  -4.51770  0.29120  2.09420
H  -2.06430  0.51080  1.99310
H  -2.03940  -0.11470  -2.10360
H  -4.45870  -0.37100  -2.17370
Cl  0.33440  -1.41810  -2.33500
C  0.09170  -2.52240  -1.03360
C  -0.12770  -1.89860  0.19700
C  -0.29040  -2.75170  1.28410
Cl  -0.56510  -2.05650  2.83090
C  -0.22920  -4.13530  1.16930
Cl  -0.43670  -5.14590  2.54920
C  0.00770  -4.70740  -0.07590
Cl  0.11430  -6.41880  -0.22550
C  0.16790  -3.89680  -1.19780
Cl  0.46060  -4.61820  -2.73740

Calculated values
HOMO (alpha / beta) = -0.57 / -1.42 eV
LUMO (alpha / beta) = 3.72 / 3.77 eV
charge = -2
spin multiplicity = 4

Mulliken atomic charge list, values in e, 4 entries: -0.623, -0.656, 0.513, -0.280